Formula: C47H96N2O19P2S
Source: OMol25
Level of theory: ωB97M-V/def2-TZVPD

* gap between HOMO and LUMO: 7.9069 eV
* SMILES string: CCCCCCCCC[C@H]1[C@H](P(=O)(O)O)[C@@](C)(CCC(N)=O)[C@@](CCCCCC)([PH2]=N)OS1(=O)=O.CCOC(C)=O.CCOC(C)=O.CCOC(C)=O.CCOC(C)=O.CCOC(C)=O.CCOC(C)=O
* max |F|: 0.16529 Eh/bohr
* spin multiplicity: 1
* net charge: 0
* HOMO: -7.73 eV

Last columns: bonded neighbours and bond lengths (Å).
Element x y z (Å)
1 C 6.24773 4.56441 1.07032  C2 1.646, H36 1.194, H37 1.170, H38 1.172
2 C 5.79880 3.03010 0.67747  C1 1.646, C3 1.640, H39 1.187, H40 1.173
3 C 6.84954 2.23645 -0.30019  C2 1.640, C4 1.672, H41 1.191, H42 1.181
4 C 6.48111 2.38087 -1.92443  C3 1.672, C5 1.663, H43 1.170, H44 1.190
5 C 5.25661 1.28831 -2.19151  C4 1.663, C6 1.668, H45 1.175, H46 1.186
6 C 4.44874 1.57433 -3.62223  C5 1.668, C7 1.639, H47 1.193, H48 1.183
7 C 3.64262 0.26760 -4.19528  C6 1.639, C8 1.672, H49 1.193, H50 1.191
8 C 2.06610 0.16484 -3.64647  C7 1.672, C9 1.638, H51 1.180, H52 1.181
9 C 2.15301 -0.57216 -2.18672  C8 1.638, C10 1.635, H53 1.188, H54 1.185
10 C 0.74778 -0.66727 -1.35661  C9 1.635, C11 1.640, S33 1.883, H55 1.190
11 C -0.18725 0.67967 -1.37771  C10 1.640, P12 1.902, C16 1.673, H56 1.193
12 P 0.64554 2.26880 -0.74487  C11 1.902, O13 1.613, O14 1.741, O15 1.779
13 O -0.14406 3.62690 -1.11288  P12 1.613
14 O 0.93503 2.34542 0.97068  P12 1.741, H57 1.019
15 O 2.24204 2.53854 -1.48211  P12 1.779, H58 1.019
16 C -1.67682 0.35474 -0.68796  C11 1.673, C17 1.649, C18 1.640, C23 1.674
17 C -1.57580 -0.08852 0.89682  C16 1.649, H59 1.168, H60 1.193, H61 1.192
18 C -2.65773 1.66370 -0.81292  C16 1.640, C19 1.673, H62 1.169, H63 1.194
19 C -2.68330 2.60758 0.56841  C18 1.673, C20 1.673, H64 1.184, H65 1.170
20 C -3.63755 3.93543 0.21340  C19 1.673, N21 1.535, O22 1.335
21 N -3.56370 5.07338 1.24114  C20 1.535, H66 1.050, H67 1.061
22 O -4.44817 4.01671 -0.84462  C20 1.335
23 C -2.43407 -0.94032 -1.43159  C16 1.674, C24 1.676, P30 1.961, O32 1.471
24 C -3.89657 -1.29944 -0.69508  C23 1.676, C25 1.669, H68 1.170, H69 1.179
25 C -3.80029 -2.69569 0.21487  C24 1.669, C26 1.670, H70 1.175, H71 1.170
26 C -5.20568 -2.90794 1.09095  C25 1.670, C27 1.667, H72 1.185, H73 1.193
27 C -4.74383 -3.48387 2.58578  C26 1.667, C28 1.650, H74 1.191, H75 1.188
28 C -4.06085 -2.31972 3.53543  C27 1.650, C29 1.662, H76 1.175, H77 1.192
29 C -2.42215 -2.51451 3.73645  C28 1.662, H78 1.187, H79 1.190, H80 1.172
30 P -2.94251 -0.52277 -3.27894  C23 1.961, N31 1.625, H81 1.455, H82 1.440
31 N -4.33297 0.31519 -3.34357  P30 1.625, H83 1.064
32 O -1.68412 -2.20090 -1.31695  C23 1.471, S33 1.689
33 S -0.16505 -2.15898 -2.05430  C10 1.883, O32 1.689, O34 1.545, O35 1.579
34 O -0.14776 -2.26980 -3.59487  S33 1.545
35 O 0.62573 -3.41893 -1.52478  S33 1.579
36 H 5.28624 5.26669 0.98507  C1 1.194
37 H 6.59789 4.54500 2.18677  C1 1.170
38 H 7.10170 4.89868 0.34012  C1 1.172
39 H 4.71441 3.08862 0.19925  C2 1.187
40 H 5.68346 2.42804 1.67800  C2 1.173
41 H 6.73386 1.07350 -0.07185  C3 1.191
42 H 7.98110 2.48645 -0.07209  C3 1.181
43 H 6.20612 3.47543 -2.23465  C4 1.170
44 H 7.45703 1.99438 -2.48498  C4 1.190
45 H 4.56051 1.35802 -1.24738  C5 1.175
46 H 5.74514 0.20798 -2.16503  C5 1.186
47 H 5.31487 1.80022 -4.41133  C6 1.193
48 H 3.80818 2.56770 -3.58022  C6 1.183
49 H 4.26694 -0.68742 -3.84741  C7 1.193
50 H 3.61910 0.19564 -5.38427  C7 1.191
51 H 1.55869 1.23058 -3.63351  C8 1.180
52 H 1.49993 -0.45190 -4.47964  C8 1.181
53 H 2.95224 -0.09885 -1.44637  C9 1.188
54 H 2.52003 -1.68351 -2.37378  C9 1.185
55 H 0.96426 -0.90752 -0.21186  C10 1.190
56 H -0.44289 0.87591 -2.52616  C11 1.193
57 H 1.93669 2.20103 1.08846  O14 1.019
58 H 2.35179 3.53391 -1.66825  O15 1.019
59 H -0.85976 0.56619 1.54777  C17 1.168
60 H -2.63450 -0.04325 1.44453  C17 1.193
61 H -1.21403 -1.21368 1.04960  C17 1.192
62 H -3.78116 1.43634 -1.04077  C18 1.169
63 H -2.26681 2.27727 -1.76009  C18 1.194
64 H -3.24264 2.07323 1.46500  C19 1.184
65 H -1.61445 2.90411 0.93949  C19 1.170
66 H -2.74890 5.64889 0.91248  N21 1.050
67 H -3.28240 4.61641 2.15683  N21 1.061
68 H -4.25015 -0.46201 0.04169  C24 1.170
69 H -4.75084 -1.50566 -1.48127  C24 1.179
70 H -3.68840 -3.66095 -0.44537  C25 1.175
71 H -2.91865 -2.68359 0.98456  C25 1.170
72 H -5.78496 -1.88405 1.23310  C26 1.185
73 H -5.85543 -3.71527 0.49905  C26 1.193
74 H -5.69232 -3.87488 3.18986  C27 1.191
75 H -3.99041 -4.38040 2.38567  C27 1.188
76 H -4.34096 -1.28481 3.05447  C28 1.175
77 H -4.52028 -2.35957 4.63477  C28 1.192
78 H -2.01859 -3.27322 2.91754  C29 1.187
79 H -2.15875 -2.91450 4.82625  C29 1.190
80 H -1.91907 -1.48302 3.49825  C29 1.172
81 H -3.16255 -1.76186 -4.00935  P30 1.455
82 H -1.90823 0.19676 -3.97587  P30 1.440
83 H -4.12697 1.23140 -3.84423  N31 1.064
84 C 8.16179 7.21394 6.13155  C85 1.516, H90 1.093, H91 1.094, H92 1.094
85 C 9.20544 6.49362 5.30117  C84 1.516, O86 1.439, H93 1.094, H94 1.095
86 O 8.63393 5.99639 4.07748  C85 1.439, C87 1.352
87 C 8.52147 6.71383 2.93651  O86 1.352, C88 1.501, O89 1.228
88 C 8.71197 8.20190 2.99765  C87 1.501, H95 1.093, H96 1.094, H97 1.088
89 O 8.19329 6.16719 1.88738  C87 1.228
90 H 7.77226 8.09402 5.61344  C84 1.093
91 H 8.58438 7.53429 7.08807  C84 1.094
92 H 7.30793 6.55777 6.32562  C84 1.094
93 H 10.08678 7.11064 5.10368  C85 1.094
94 H 9.56064 5.61733 5.85416  C85 1.095
95 H 7.74603 8.68065 3.17777  C88 1.093
96 H 9.10694 8.53937 2.03448  C88 1.094
97 H 9.43117 8.52068 3.74935  C88 1.088
98 C 1.64728 -5.28919 -5.20087  C99 1.516, H104 1.093, H105 1.094, H106 1.094
99 C 2.69186 -4.42128 -5.87403  C98 1.516, O100 1.439, H107 1.094, H108 1.095
100 O 3.19553 -3.42595 -4.96468  C99 1.439, C101 1.352
101 C 4.21672 -3.62358 -4.10022  O100 1.352, C102 1.501, O103 1.228
102 C 4.67308 -5.02844 -3.83096  C101 1.501, H109 1.093, H110 1.094, H111 1.088
103 O 4.70741 -2.67805 -3.48998  C101 1.228
104 H 2.06857 -5.84831 -4.36146  C98 1.093
105 H 1.22178 -6.00211 -5.91279  C98 1.094
106 H 0.84012 -4.67138 -4.79578  C98 1.094
107 H 3.50671 -5.00500 -6.31196  C99 1.094
108 H 2.22498 -3.87548 -6.70106  C99 1.095
109 H 4.11666 -5.43010 -2.98024  C102 1.093
110 H 5.73907 -5.00406 -3.58472  C102 1.094
111 H 4.57426 -5.69254 -4.68719  C102 1.088
112 C -5.12806 0.25073 -8.96072  C113 1.516, H118 1.093, H119 1.094, H120 1.094
113 C -5.98826 0.31425 -7.71428  C112 1.516, O114 1.439, H121 1.094, H122 1.095
114 O -5.24740 0.85789 -6.60664  C113 1.439, C115 1.352
115 C -5.12639 2.17810 -6.33908  O114 1.352, C116 1.501, O117 1.228
116 C -5.51500 3.16811 -7.39891  C115 1.501, H123 1.093, H124 1.094, H125 1.088
117 O -4.63516 2.55588 -5.27927  C115 1.228
118 H -4.81162 1.24618 -9.28266  C112 1.093
119 H -5.67439 -0.22127 -9.78223  C112 1.094
120 H -4.21686 -0.32350 -8.76764  C112 1.094
121 H -6.92115 0.86286 -7.87311  C113 1.094
122 H -6.27449 -0.70260 -7.42457  C113 1.095
123 H -4.64059 3.39914 -8.01268  C116 1.093
124 H -5.86133 4.08235 -6.90717  C116 1.094
125 H -6.33526 2.83368 -8.03076  C116 1.088
126 C -0.44429 -4.34456 9.59423  C127 1.516, H132 1.093, H133 1.094, H134 1.094
127 C -0.49342 -2.92940 9.05341  C126 1.516, O128 1.439, H135 1.094, H136 1.095
128 O -1.41823 -2.83161 7.95503  C127 1.439, C129 1.352
129 C -2.74511 -2.60569 8.08748  O128 1.352, C130 1.501, O131 1.228
130 C -3.37242 -2.76241 9.44258  C129 1.501, H137 1.093, H138 1.094, H139 1.088
131 O -3.43482 -2.35383 7.10357  C129 1.228
132 H -1.41105 -4.65460 9.99914  C126 1.093
133 H 0.30553 -4.42862 10.38596  C126 1.094
134 H -0.19483 -5.05044 8.79624  C126 1.094
135 H -0.71901 -2.18978 9.82707  C127 1.094
136 H 0.49099 -2.66500 8.65230  C127 1.095
137 H -3.72176 -3.79143 9.55991  C130 1.093
138 H -4.22730 -2.08237 9.50814  C130 1.094
139 H -2.71040 -2.49820 10.26467  C130 1.088
140 C 2.71505 1.56367 6.19905  C141 1.516, H146 1.093, H147 1.094, H148 1.094
141 C 2.13834 0.80535 5.02010  C140 1.516, O142 1.439, H149 1.094, H150 1.095
142 O 2.66835 1.30580 3.77916  C141 1.439, C143 1.352
143 C 3.82505 0.88902 3.21568  O142 1.352, C144 1.501, O145 1.228
144 C 4.78458 0.08649 4.04612  C143 1.501, H151 1.093, H152 1.094, H153 1.088
145 O 4.11777 1.22740 2.07243  C143 1.228
146 H 3.79784 1.43291 6.27111  C140 1.093
147 H 2.26236 1.22343 7.13469  C140 1.094
148 H 2.53296 2.63704 6.08936  C140 1.094
149 H 2.28116 -0.27592 5.10342  C141 1.094
150 H 1.05622 0.97105 4.98251  C141 1.095
151 H 5.48381 0.76415 4.54264  C144 1.093
152 H 5.34118 -0.58163 3.38175  C144 1.094
153 H 4.29923 -0.55177 4.78164  C144 1.088
154 C -8.13820 -2.81581 -2.79853  C155 1.516, H160 1.093, H161 1.094, H162 1.094
155 C -7.41345 -4.14330 -2.69801  C154 1.516, O156 1.439, H163 1.094, H164 1.095
156 O -8.08745 -5.02806 -1.78465  C155 1.439, C157 1.352
157 C -9.10880 -5.84732 -2.12353  O156 1.352, C158 1.501, O159 1.228
158 C -9.80337 -5.63004 -3.43682  C157 1.501, H165 1.093, H166 1.094, H167 1.088
159 O -9.50895 -6.70111 -1.33732  C157 1.228
160 H -9.14683 -2.93731 -3.20177  C154 1.093
161 H -7.58850 -2.12464 -3.44371  C154 1.094
162 H -8.24616 -2.36313 -1.80821  C154 1.094
163 H -7.26620 -4.61830 -3.67226  C155 1.094
164 H -6.41371 -3.97492 -2.28324  C155 1.095
165 H -10.64264 -4.94530 -3.29039  C158 1.093
166 H -10.18254 -6.59372 -3.79055  C158 1.094
167 H -9.14931 -5.25458 -4.22113  C158 1.088